(1)
# C24H18Cl2N3O3SY

A molecular structure, C24H18Cl2N3O3SY (the ωB97M-V functional and the def2-TZVPD basis, OMol25).

Structure (XYZ):
```
52
C24H18Cl2N3O3SY, DFT the ωB97M-V functional and the def2-TZVPD basis
H 3.43 -2.44 4.48
C -0.83 3.54 0.75
C -2.69 -2.17 -0.56
H 3.54 0.99 -2.63
Y 1.32 0.16 -0.22
C -4.51 1.05 -0.87
H 1.27 -1.75 3.20
O -0.42 1.17 0.93
H -0.57 4.05 1.68
C -3.93 0.94 -2.13
C 0.05 2.31 0.63
H -1.23 2.89 -1.69
H 7.53 0.07 -1.38
O 1.23 2.43 0.20
H -5.42 0.51 -0.66
C -2.16 2.39 -1.45
S 4.81 -1.63 2.65
C 6.46 0.08 -1.22
C 5.61 0.62 -2.18
O -2.19 3.23 0.83
H 6.58 -0.88 0.69
N -4.46 -5.11 0.13
H -4.73 2.95 1.75
H -1.10 -4.70 1.03
C -3.92 1.81 0.12
C -0.25 -2.80 0.49
C 2.53 -1.03 1.52
C 3.90 -0.98 1.33
C 5.93 -0.45 -0.06
C 2.27 -1.61 2.80
H 5.98 1.03 -3.10
C -2.76 1.61 -2.43
H -3.64 -1.88 -0.99
Cl 0.80 0.15 -2.74
H -3.77 1.56 2.24
C -1.27 -3.74 0.56
H -1.71 -0.32 -1.04
C -2.73 2.49 -0.19
C -3.59 -4.35 0.08
H -2.30 1.51 -3.40
C -4.49 1.91 1.50
Cl -4.68 -0.08 -3.32
C 4.55 -0.44 0.14
C -2.51 -3.41 0.03
H 0.73 -3.01 0.90
N 3.74 0.09 -0.80
C -1.62 -1.30 -0.59
C 4.25 0.60 -1.92
C 3.38 -1.98 3.50
H -5.40 1.31 1.58
H -0.59 4.21 -0.08
N -0.42 -1.61 -0.08
```

## Properties
Maximum force   0.0018 Eh/bohr
LUMO   -0.711 eV
Energy above the lowest of the compared OMol25 structures with the same formula, charge and spin   0.0 kcal/mol
Molecular weight   588.3 g mol⁻¹

Atomic partial charges in e from the natural (NBO) method, atoms 1 to 2: H 0.2357; C -0.1746



(2)
# C24H18Cl5N2ReS2

A molecular structure, C24H18Cl5N2ReS2 (the ωB97M-V functional and the def2-TZVPD basis, OMol25).

Structure (XYZ):
```
52
C24H18Cl5N2ReS2, DFT the ωB97M-V functional and the def2-TZVPD basis
C -2.65 -4.28 3.23
C -1.55 4.65 1.24
C -1.82 3.38 0.76
S 0.24 -2.43 0.53
Cl -0.31 -1.17 4.10
C 3.23 -1.06 -1.85
H 2.66 -1.78 0.12
H -1.88 2.55 1.46
C 2.60 -2.00 -2.67
H 3.38 -0.16 0.11
H 1.79 -2.61 -2.29
H -1.39 4.81 2.30
N 1.39 -0.22 -0.48
H 5.58 0.06 -4.01
C 1.34 1.16 -1.02
H -3.14 1.30 -0.58
C -1.52 -3.15 5.48
H 1.43 1.85 -0.18
C -0.99 -0.06 -0.20
C 4.74 -0.51 -3.64
H -1.72 6.37 -1.68
C -2.04 3.18 -0.60
H -1.31 6.72 0.73
H 2.57 -2.92 -4.60
Cl -3.90 -6.29 4.48
H -2.20 4.11 -2.54
C -2.00 4.26 -1.48
H 4.80 0.40 -1.69
C -1.85 -3.13 3.08
C -1.51 5.73 0.36
H 4.46 -1.59 -5.46
Cl -3.26 -4.80 1.65
C -2.33 -4.31 5.56
Re -1.86 -2.81 1.18
C 0.06 1.37 -1.79
C 2.74 -0.86 -0.44
N -1.10 0.96 -0.97
H -2.57 1.80 -2.18
Cl -0.84 -2.49 6.89
C -1.74 5.53 -1.00
C 4.30 -0.31 -2.34
H 2.20 1.28 -1.68
Cl -2.62 -5.02 7.05
C 0.30 -0.79 -0.11
C -2.33 1.80 -1.11
H -0.06 2.43 -2.02
C 3.05 -2.19 -3.97
C 4.11 -1.44 -4.45
S -2.32 -0.67 0.79
H 0.04 0.79 -2.72
C -2.93 -4.91 4.40
C -1.28 -2.56 4.24
```

## Properties
Maximum force   0.0071 Eh/bohr
2S+1   2
Total charge   +3
LUMO (alpha / beta)   -12.252 / -11.638 eV
Energy above the lowest of the compared OMol25 structures with the same formula, charge and spin   0.0 kcal/mol
⟨S²⟩   0.817
Molecular weight   762.0 g mol⁻¹

Atomic partial charges in e from the natural (NBO) method, atoms 1 to 2: C -0.0193; C -0.1724



(3)
# C24H18N5PtS

A molecular structure, C24H18N5PtS in a non-equilibrium geometry (the ωB97M-V functional and the def2-TZVPD basis, OMol25).

Structure (XYZ):
```
49
C24H18N5PtS, DFT the ωB97M-V functional and the def2-TZVPD basis
H -3.32 3.95 -0.35
H 2.99 1.53 -2.96
C 0.74 1.31 -1.36
H -0.39 -3.42 -1.98
C -2.52 4.10 -1.06
N -0.01 1.06 -0.28
C -0.74 -2.89 0.07
C 3.20 -1.81 -2.66
C -1.45 3.21 -1.07
C -2.38 -5.14 0.16
H 1.97 2.00 3.71
H 1.95 -2.95 -1.33
H 3.77 -2.66 -3.00
H -1.81 -5.41 -1.89
N -0.53 -1.42 2.11
N 0.63 2.47 -2.08
N 1.42 -0.97 -1.30
C -0.48 4.42 -2.93
H -3.37 5.85 -1.92
H 4.31 -0.36 -3.80
H 1.30 2.62 -2.82
H -3.01 -6.02 0.17
C 0.26 -0.29 5.52
H 0.30 4.53 -3.67
C -1.71 -4.80 -1.01
C 1.33 1.16 3.92
C -1.44 -3.23 1.27
C 2.18 -1.98 -1.74
C -1.53 5.31 -2.89
C -0.05 -0.67 3.17
S -1.31 1.98 0.17
C 3.49 -0.52 -3.11
C -0.42 3.36 -2.02
C 1.66 0.30 -1.78
C -2.55 5.15 -1.95
C -0.30 -1.02 4.50
C -2.25 -4.38 1.30
H -2.75 -4.64 2.21
H 1.00 0.69 1.86
C 1.08 0.80 5.24
H 1.52 1.37 6.04
Pt 0.24 -1.14 0.32
C -0.90 -3.67 -1.05
H 0.09 -0.57 6.55
C 2.73 0.53 -2.66
N -1.24 -2.46 2.36
C 0.78 0.43 2.89
H -0.93 -1.87 4.70
H -1.56 6.14 -3.58
```

## Properties
Maximum force   0.0801 Eh/bohr
Total charge   +1
LUMO   -4.305 eV
Molecular weight   603.6 g mol⁻¹

Atomic partial charges in e from the natural (NBO) method, atoms 1 to 2: H 0.2311; H 0.2285



(4)
# C24H18N8O2S2V

A molecular structure, C24H18N8O2S2V in a non-equilibrium geometry (the ωB97M-V functional and the def2-TZVPD basis, OMol25).

Structure (XYZ):
```
55
C24H18N8O2S2V, DFT the ωB97M-V functional and the def2-TZVPD basis
C -1.22 -4.03 -2.36
H -1.34 4.50 1.27
N -0.40 2.12 -0.72
S -1.99 4.01 -1.45
C 2.91 1.04 2.91
H -0.13 3.31 1.58
N 1.28 -1.35 0.66
C -2.63 1.58 3.20
C -0.08 -3.85 -1.59
C 2.34 -0.80 1.43
C 0.08 0.88 -2.75
H -1.41 -4.97 -2.85
C 4.20 0.53 3.02
H 2.61 1.93 3.45
O 0.12 1.95 3.84
H -3.24 -0.42 0.03
H -1.86 2.90 -3.64
C 0.12 -2.64 -0.95
H -3.00 -3.05 -3.09
N -1.81 0.39 1.28
C -2.11 -2.97 -2.49
N 1.17 0.37 -2.08
C 4.55 -0.63 2.36
C -1.53 2.82 -2.62
H 4.92 1.04 3.64
H -2.36 2.12 4.10
C 1.98 0.39 2.11
H -0.96 0.60 -4.66
H 0.67 -4.61 -1.47
V -0.09 0.00 0.23
N -0.75 3.77 0.93
C 1.80 -0.49 -2.82
C 3.63 -1.31 1.56
H -5.17 0.40 1.32
N 2.98 -1.07 -2.47
H 5.55 -1.03 2.46
C -3.94 1.33 2.83
H -2.47 -0.92 -1.96
H 3.19 -1.05 -1.48
C -4.17 0.62 1.66
H 3.89 -2.23 1.06
C 1.39 -2.41 -0.15
H 3.19 -1.96 -2.89
H -4.76 1.69 3.43
C -3.09 0.16 0.93
N 0.64 0.77 1.90
N -0.76 -1.61 -1.06
C -0.16 0.37 -3.97
C -0.15 1.32 2.81
C -0.97 3.22 -0.28
O 2.35 -3.17 -0.34
C -1.83 -1.79 -1.83
C -0.68 1.94 -2.07
S 1.06 -0.78 -4.37
C -1.60 1.10 2.41
```

## Properties
Maximum force   0.0372 Eh/bohr
2S+1   4
LUMO (alpha / beta)   0.160 / 0.082 eV
Energy above the lowest of the compared OMol25 structures with the same formula, charge and spin   9.3 kcal/mol
⟨S²⟩   3.767
Molecular weight   565.5 g mol⁻¹

Atomic partial charges in e from the natural (NBO) method, atoms 1 to 2: C -0.1520; H 0.4064